Entry 1:
DFT (ωB97M-V/def2-TZVPD) results for a structure of composition F2H2O4Si in a non-equilibrium geometry.

Values from the calculation:
charge	0
energy relative to the best compared isomer or geometry (same formula, charge and spin)	85.8	kcal/mol
LUMO	-0.745	eV
HOMO-LUMO gap	9.645	eV
max |F|	4.89	eV/Å
HOMO level	-10.390	eV
calculated total energy	-21530.6929	eV

Geometry (Å):
O (-1.135, 0.833, -0.148)
O (0.650, -1.245, -0.173)
O (1.494, 1.658, -0.961)
O (-0.236, -0.341, -2.465)
F (1.929, 1.516, 0.391)
F (-1.336, 0.098, -3.225)
Si (-0.040, -0.023, -0.912)
H (-0.913, 1.557, 0.390)
H (1.513, -0.867, -0.003)



Entry 2:
DFT (ωB97M-V/def2-TZVPD) results for a structure of composition C10H9N2O4V.

Values from the calculation:
charge	+3
energy relative to the best compared isomer or geometry (same formula, charge and spin)	0.0	kcal/mol
LUMO (alpha / beta)	-13.328 / -13.394	eV
HOMO-LUMO gap (alpha / beta)	8.307 / 8.273	eV
max |F|	0.60	eV/Å
HOMO level (alpha / beta)	-21.635 / -21.667	eV
calculated total energy	-47343.3810	eV
spin multiplicity	2

Geometry (Å):
V (1.060, 1.283, 0.100)
O (2.092, -1.463, 2.990)
C (1.807, -0.799, 1.943)
O (1.634, 0.431, 1.877)
C (1.698, -1.574, 0.661)
C (1.944, -2.938, 0.500)
C (1.905, -3.466, -0.779)
C (1.684, -2.613, -1.868)
C (1.470, -1.270, -1.594)
N (1.423, -0.756, -0.352)
C (1.357, -0.391, -2.747)
O (1.290, -0.024, -3.793)
O (1.263, 1.452, -1.427)
H (2.207, -0.922, 3.802)
H (2.169, -3.555, 1.363)
H (2.080, -4.523, -0.949)
H (1.701, -2.982, -2.888)
C (-3.773, 3.315, -0.226)
C (-3.290, 2.364, 0.895)
C (-1.939, 1.914, 0.652)
N (-0.857, 1.571, 0.429)
H (-4.784, 3.625, 0.027)
H (-3.801, 2.805, -1.186)
H (-3.145, 4.201, -0.283)
H (-3.911, 1.465, 0.977)
H (-3.284, 2.850, 1.877)



- Among the records above, which one has the highest max |F|?
  F2H2O4Si



- max |F| of number 2 (C10H9N2O4V)?
  0.60 eV/Å



Please write out number 1 again, unchanged.
DFT (ωB97M-V/def2-TZVPD) results for a structure of composition F2H2O4Si in a non-equilibrium geometry.

Values from the calculation:
charge	0
energy relative to the best compared isomer or geometry (same formula, charge and spin)	85.8	kcal/mol
LUMO	-0.745	eV
HOMO-LUMO gap	9.645	eV
max |F|	4.89	eV/Å
HOMO level	-10.390	eV
calculated total energy	-21530.6929	eV

Geometry (Å):
O (-1.135, 0.833, -0.148)
O (0.650, -1.245, -0.173)
O (1.494, 1.658, -0.961)
O (-0.236, -0.341, -2.465)
F (1.929, 1.516, 0.391)
F (-1.336, 0.098, -3.225)
Si (-0.040, -0.023, -0.912)
H (-0.913, 1.557, 0.390)
H (1.513, -0.867, -0.003)